{"formula": "CHN6", "method": "ωB97M-V/def2-TZVPD", "elements": ["C", "N", "N", "N", "N", "N", "N", "H"], "positions_angstrom": [[0.035, -0.232, 0.024], [1.107, 1.461, 0.103], [1.025, -0.943, 0.072], [2.141, 0.844, 0.097], [2.270, -0.416, 0.018], [-2.261, -0.102, -0.518], [-1.215, -0.140, 0.203], [-3.101, -0.472, 0.001]], "mulliken_charge": [0.3053, -0.2854, -0.1423, 0.0368, -0.5590, -0.7380, 0.1823, 0.2003], "lumo_energy_ha": [0.149, 0.142], "total_charge": -1, "spin_multiplicity": 1, "homo_energy_ha": [-0.1174, -0.1167], "homo_lumo_gap_ha": [0.26613, 0.25878]}

=====

{"formula": "CHNO2", "method": "ωB97M-V/def2-TZVPD", "elements": ["C", "N", "O", "O", "H"], "positions_angstrom": [[0.985, 2.388, 1.263], [0.790, 1.223, 1.372], [1.475, 3.404, 1.273], [-0.161, -0.850, 0.135], [0.547, -0.953, 0.897]], "mulliken_charge": [0.4859, -0.3630, -0.2788, -0.2798, 0.4357], "lumo_energy_ha": [-0.181, -0.182], "total_charge": 0, "spin_multiplicity": 1, "homo_energy_ha": [-0.3835, -0.3800], "homo_lumo_gap_ha": [0.20211, 0.19788]}

=====

{"formula": "CHNO2S", "method": "ωB97M-V/def2-TZVPD", "elements": ["C", "N", "O", "O", "S", "H"], "positions_angstrom": [[-0.173, -2.240, 2.662], [-0.776, -3.176, 2.931], [-0.552, -0.210, -0.075], [0.313, -1.181, 0.419], [0.702, -0.902, 2.129], [0.018, 0.491, -0.438]], "mulliken_charge": [0.3539, -0.3068, -0.3016, -0.1859, 0.0938, 0.3465], "lumo_energy_ha": -0.034, "total_charge": 0, "spin_multiplicity": 1, "homo_energy_ha": -0.3843, "homo_lumo_gap_ha": 0.34991}

=====

{"formula": "CHNO2S", "method": "ωB97M-V/def2-TZVPD", "elements": ["C", "N", "O", "O", "S", "H"], "positions_angstrom": [[-1.581, -0.851, -0.040], [-1.687, -1.989, -0.306], [1.771, 1.085, 0.149], [0.783, 0.638, -0.637], [-1.468, 0.759, 0.334], [2.182, 0.358, 0.500]], "mulliken_charge": [0.4017, -0.3361, -0.1656, -0.2308, -0.0127, 0.3434], "lumo_energy_ha": [-0.130, -0.130], "total_charge": 0, "spin_multiplicity": 1, "homo_energy_ha": [-0.3772, -0.3771], "homo_lumo_gap_ha": [0.24674, 0.24684]}

=====

{"formula": "CHNO2S", "method": "ωB97M-V/def2-TZVPD", "elements": ["C", "N", "O", "O", "S", "H"], "positions_angstrom": [[-0.934, -0.362, 0.081], [0.837, 0.513, 0.116], [1.699, -0.328, -0.071], [0.946, 1.720, 0.051], [-0.887, -1.935, 0.014], [-1.661, 0.392, -0.191]], "mulliken_charge": [0.0138, 0.6176, -0.4360, -0.4750, -0.0598, 0.3394], "lumo_energy_ha": -0.057, "total_charge": 0, "spin_multiplicity": 1, "homo_energy_ha": -0.3529, "homo_lumo_gap_ha": 0.29545}

=====

{"formula": "CHNO4", "method": "ωB97M-V/def2-TZVPD", "elements": ["C", "N", "O", "O", "O", "O", "H"], "positions_angstrom": [[-1.435, 0.124, -0.589], [1.514, 1.242, 1.059], [-2.172, 0.443, 0.228], [-0.688, -0.118, -1.448], [0.785, -1.112, 0.253], [0.741, 0.409, 1.059], [1.256, -0.988, -0.561]], "mulliken_charge": [0.7986, 0.1721, -0.3683, -0.4015, -0.5508, 0.0222, 0.3277], "lumo_energy_ha": [-0.033, -0.043], "total_charge": 0, "spin_multiplicity": 1, "homo_energy_ha": [-0.3949, -0.3595], "homo_lumo_gap_ha": [0.36231, 0.31657]}

=====

Per-record energy above the lowest of the compared OMol25 structures with the same formula, charge and spin, kJ/mol: 369.2; 393.9; 302.5; 491.1; 361.1; 261.9